Record 1
Molecular formula: C2H4O4S2
Method: DFT, ωB97M-V/def2-TZVPD

Structure (XYZ):
```
12
Properties=species:S:1:pos:R:3:forces:R:3:lowdin_charge:R:1
S 0.382 0.655 0.792 -1.408 -0.955 2.425 0.615
S -0.973 -0.793 -1.253 2.137 1.418 -0.510 0.749
O 0.124 -0.001 2.073 0.173 0.457 -1.131 -0.339
O -0.988 -0.417 -2.644 0.024 0.108 0.929 -0.301
O 0.792 2.037 0.844 0.115 -0.831 -1.027 -0.309
O -1.585 -1.986 -0.809 -0.334 -1.065 0.643 -0.278
C 1.347 -0.530 -0.116 -3.098 2.667 -1.630 -0.063
C -1.311 0.555 -0.133 3.899 1.768 -1.660 -0.255
H 2.301 -0.224 -0.426 0.986 0.446 -0.923 0.037
H -1.254 1.518 -0.679 -0.481 -0.693 -0.098 0.094
H -2.057 0.537 0.572 -1.902 -0.600 1.431 0.054
H 1.240 -1.431 0.328 -0.110 -2.722 1.550 -0.004
```
Forces are in eV/Å.

Results
Highest occupied orbital energy (spin up / spin down), hartree: -0.3706 / -0.3818
Total charge: 0



Record 2
Molecular formula: C2H4O4Si
Method: DFT, ωB97M-V/def2-TZVPD

Structure (XYZ):
```
11
Properties=species:S:1:pos:R:3:forces:R:3:lowdin_charge:R:1
Si 1.730 -0.392 -0.284 0.360 0.346 0.554 0.181
O 2.043 -0.610 1.264 0.176 -1.122 1.639 -0.085
O -0.337 1.258 1.370 0.046 -1.347 2.665 0.194
O 2.477 0.958 -0.688 3.330 1.622 -0.157 -0.106
O 0.798 -1.211 -1.124 -0.531 -0.339 -0.675 -0.256
C -0.360 2.287 -0.803 -0.052 -0.066 -2.347 0.015
C -0.363 1.741 0.342 -0.261 0.471 -0.190 -0.349
H 3.422 1.349 -0.485 -3.234 -1.578 -0.347 0.160
H -0.534 3.313 -0.928 -0.130 1.175 -0.045 0.058
H 1.699 -1.357 1.807 0.285 0.917 -0.965 0.108
H -0.247 1.648 -1.663 0.013 -0.078 -0.131 0.079
```
Forces are in eV/Å.

Results
Highest occupied orbital energy, hartree: -0.3441
Total charge: 0



Record 3
Molecular formula: C2H4OP2
Method: DFT, ωB97M-V/def2-TZVPD

Structure (XYZ):
```
9
Properties=species:S:1:pos:R:3:forces:R:3:lowdin_charge:R:1
P 0.321 0.002 0.943 -0.279 -3.524 -1.114 0.666
P -1.612 0.728 0.057 0.579 0.576 -0.791 0.500
O -0.189 -2.004 0.888 0.771 3.777 0.108 -0.415
C 1.918 -0.260 -1.587 -0.682 0.524 1.235 0.045
C 1.301 -0.091 -0.576 -1.123 -0.249 1.688 -0.462
H 2.396 -0.140 -2.474 1.199 -0.189 -1.996 -0.005
H -1.181 0.527 -1.283 -0.329 -0.554 0.121 -0.160
H -1.152 2.083 -0.221 -0.093 -0.503 0.812 -0.141
H 0.203 -2.334 1.710 -0.042 0.143 -0.062 -0.030
```
Forces are in eV/Å.

Results
Highest occupied orbital energy, hartree: -0.3483
Total charge: 0



Record 4
Molecular formula: C2H4ORh
Method: DFT, ωB97M-V/def2-TZVPD

Structure (XYZ):
```
8
Properties=species:S:1:pos:R:3:forces:R:3:lowdin_charge:R:1
Rh 0.655 -0.628 -0.421 -0.336 -0.586 -0.279 1.411
O 1.640 0.722 0.349 0.531 0.636 0.292 0.019
C -1.822 -0.736 -0.099 -0.401 -1.640 -0.353 0.052
C -1.428 0.561 0.033 0.190 1.204 0.419 0.019
H -1.280 0.963 1.042 0.012 0.218 -0.338 0.124
H -1.443 1.224 -0.838 0.152 0.108 0.222 0.129
H -2.116 -1.140 -1.072 -0.114 0.025 0.138 0.122
H -1.907 -1.392 0.771 -0.035 0.035 -0.100 0.125
```
Forces are in eV/Å.

Results
Highest occupied orbital energy (spin up / spin down), hartree: -0.8183 / -0.8711
Multiplicity: 6
Total charge: +2



Record 5
Molecular formula: C2H4OS
Method: DFT, ωB97M-V/def2-TZVPD

Structure (XYZ):
```
8
Properties=species:S:1:pos:R:3:forces:R:3:lowdin_charge:R:1
S 2.118 -0.182 0.200 -1.716 -0.097 0.397 0.304
O -1.142 -1.698 0.330 1.119 -0.890 0.025 0.186
C -0.470 -0.778 0.169 0.254 0.299 0.267 -0.354
C -0.829 0.612 -0.041 -0.340 3.194 0.761 -0.137
H -0.582 1.247 0.943 -0.521 -1.591 -2.031 0.146
H 2.958 -0.955 -0.488 -0.241 -0.486 -0.195 -0.315
H -0.099 0.987 -0.782 -0.709 0.102 0.219 0.041
H -1.953 0.767 -0.330 2.155 -0.531 0.557 0.129
```
Forces are in eV/Å.

Results
Highest occupied orbital energy, hartree: -0.3192
Total charge: 0



Record 6
Molecular formula: C2H4OS
Method: DFT, ωB97M-V/def2-TZVPD

Structure (XYZ):
```
8
Properties=species:S:1:pos:R:3:forces:R:3:lowdin_charge:R:1
S 0.341 0.774 -0.610 0.146 2.366 -1.796 0.796
O 1.805 1.651 1.472 -0.464 0.506 -1.234 -0.026
C -0.875 -0.503 -0.826 -4.133 -1.821 1.815 -0.521
C 1.240 0.779 0.894 0.556 -5.022 3.230 -0.698
H 1.409 -0.473 1.469 -0.849 3.055 -1.725 0.158
H -2.058 -0.185 -1.408 4.398 -0.498 1.092 0.145
H -1.472 -0.524 0.278 2.021 -0.991 -2.724 0.079
H -0.391 -1.519 -1.268 -1.676 2.405 1.343 0.068
```
Forces are in eV/Å.

Results
Highest occupied orbital energy, hartree: -0.3531
Total charge: 0



Record 7
Molecular formula: C2H4OS2
Method: DFT, ωB97M-V/def2-TZVPD

Structure (XYZ):
```
9
Properties=species:S:1:pos:R:3:forces:R:3:lowdin_charge:R:1
S 2.000 0.626 -0.056 0.605 0.135 -0.132 0.519
S -0.793 -1.108 -0.055 -0.424 -2.239 -0.039 0.888
O -2.252 0.950 -0.057 -1.851 1.967 -0.473 -0.048
C 1.603 -0.959 0.027 -0.215 -0.319 -2.060 -0.791
C -1.047 0.431 0.016 0.456 3.062 0.540 -0.772
H 1.592 -1.427 0.986 0.119 -0.651 0.341 -0.018
H -0.197 1.161 0.209 -0.600 -0.726 -0.406 0.010
H 1.517 -1.631 -0.918 0.535 1.134 1.829 0.037
H -2.423 1.957 -0.152 1.376 -2.363 0.401 0.176
```
Forces are in eV/Å.

Results
Highest occupied orbital energy, hartree: -0.3028
Total charge: 0



Record 8
Molecular formula: C2H4OS2
Method: DFT, ωB97M-V/def2-TZVPD

Structure (XYZ):
```
9
Properties=species:S:1:pos:R:3:forces:R:3:lowdin_charge:R:1
S -0.104 -1.217 -1.842 0.664 0.120 1.017 0.725
S 0.090 1.500 1.702 3.298 -1.249 1.689 0.837
O 1.793 -0.271 0.491 -1.072 0.126 0.507 0.014
C -0.456 -0.161 -0.425 -1.206 -0.172 2.094 -0.621
C 0.681 0.181 0.537 1.165 1.164 -1.027 -0.773
H -1.114 0.715 -0.614 0.822 -0.550 -0.601 0.067
H 0.987 -1.698 -1.165 -0.421 0.036 -0.640 -0.109
H -1.044 -0.631 0.425 -0.128 -0.456 -1.314 0.100
H -0.834 1.583 0.892 -3.123 0.980 -1.725 -0.240
```
Forces are in eV/Å.

Results
Highest occupied orbital energy, hartree: -0.3476
Total charge: 0



Record-wise ΔE to the lowest compared entry with this formula, charge and spin values, in kcal per mole: 128.0, 29.0, 38.9, 0.1, 57.6, 73.3, 48.9, 16.5